Entry 1:
Molecular formula: C9H19N2O
Method: DFT, wB97M-V/def2-TZVPD

As for the electronic energy: -538.79850 hartree. The energy above the lowest of the compared OMol25 structures with the same formula, charge and spin is 1.382 eV.

The geometry in ORCA input format:
```
! wB97M-V def2-TZVPD RIJCOSX def2/J DEFGRID3
* xyz 1 1
C -2.189 0.100 -2.538
C -1.846 -0.943 -1.405
C -2.176 -0.465 0.069
C -1.659 0.987 0.436
C -0.379 0.946 1.391
C 0.913 1.286 0.582
N 2.115 1.713 1.126
C 2.966 1.927 0.008
C 2.319 1.598 -1.237
N 1.032 1.205 -0.768
H -2.184 -0.474 -3.515
H -3.195 0.583 -2.398
H -1.441 0.930 -2.669
H -2.498 -1.848 -1.598
H -0.785 -1.324 -1.421
H -1.647 -1.180 0.772
H -3.276 -0.585 0.294
H -2.471 1.511 1.014
H -1.442 1.628 -0.459
H -0.315 -0.018 1.962
H -0.513 1.776 2.150
H 2.311 1.834 2.119
H 4.010 2.302 0.095
H 2.670 1.628 -2.290
H 0.281 0.884 -1.385
C 1.855 -2.771 1.821
O 0.562 -2.884 1.237
H 2.029 -3.639 2.453
H 2.615 -2.737 1.037
H 1.909 -1.864 2.431
H 0.430 -2.107 0.683
*
```

Entry 2:
Molecular formula: C9H19N3
Method: DFT, wB97M-V/def2-TZVPD

As for the electronic energy: -517.90311 hartree. The energy above the lowest of the compared OMol25 structures with the same formula, charge and spin is 0.000 eV.

The geometry in ORCA input format:
```
! wB97M-V def2-TZVPD RIJCOSX def2/J DEFGRID3
* xyz 2 1
C -2.262 1.723 -0.154
C 1.527 -1.000 -0.290
C -1.485 -2.466 -0.686
C -2.085 -1.938 0.367
C -2.577 -0.609 0.553
C -3.337 2.187 -1.146
C 1.869 0.859 0.954
C 4.041 -0.303 0.189
C 2.589 0.034 -0.140
N -1.489 2.643 0.330
N 1.746 -2.267 -0.096
N -2.136 0.482 0.032
H -1.272 -1.957 -1.668
H -1.298 -3.457 -0.664
H -2.271 -2.644 1.155
H 0.555 -0.577 -0.681
H -3.589 -0.496 1.104
H -2.980 2.115 -2.207
H -3.666 3.199 -1.074
H -4.266 1.743 -0.995
H 2.577 1.382 1.533
H 1.112 1.486 0.667
H 1.370 0.190 1.722
H 4.399 -1.033 -0.560
H 4.646 0.508 0.201
H 4.281 -0.726 1.238
H 2.601 0.469 -1.072
H -1.484 3.575 0.212
H -0.859 2.359 1.084
H 2.652 -2.458 0.431
H 1.093 -3.024 -0.338
*
```

Entry 3:
Molecular formula: C9H19N3O3
Method: DFT, wB97M-V/def2-TZVPD

As for the electronic energy: -744.28229 hartree. The energy above the lowest of the compared OMol25 structures with the same formula, charge and spin is 2.264 eV.

The geometry in ORCA input format:
```
! wB97M-V def2-TZVPD RIJCOSX def2/J DEFGRID3
* xyz 0 1
C -3.443 0.007 -1.997
C -2.556 0.927 -1.183
N -1.297 1.375 -2.013
C -2.449 0.338 0.323
O -3.131 0.885 1.224
N -1.532 -0.550 0.506
C -0.531 -1.164 -0.308
C 0.904 -0.884 0.346
C 1.077 0.611 0.465
C 2.097 1.085 1.518
C 3.450 0.507 1.218
N 4.509 1.163 1.980
C -0.895 -2.635 -0.130
O -1.589 -3.126 0.697
O -0.059 -3.382 -0.909
H -2.967 -0.956 -2.300
H -4.384 -0.159 -1.439
H -3.684 0.329 -3.041
H -3.072 1.834 -0.984
H -1.786 1.672 -2.885
H -0.868 2.186 -1.479
H -1.454 -0.729 1.503
H -0.537 -0.695 -1.260
H 0.958 -1.399 1.279
H 1.746 -1.237 -0.259
H 0.047 0.993 0.566
H 1.462 0.912 -0.533
H 1.873 0.748 2.536
H 2.220 2.197 1.382
H 3.895 0.757 0.252
H 3.500 -0.523 1.377
H 4.372 2.141 1.764
H 4.504 1.029 2.943
H -0.378 -4.259 -1.159
*
```

Entry 4:
Molecular formula: C9H19N3O3S
Method: DFT, wB97M-V/def2-TZVPD

As for the electronic energy: -1142.53279 hartree. The energy above the lowest of the compared OMol25 structures with the same formula, charge and spin is 0.520 eV.

The geometry in ORCA input format:
```
! wB97M-V def2-TZVPD RIJCOSX def2/J DEFGRID3
* xyz 0 1
N 4.336 -1.909 0.306
C 3.412 -1.069 -0.503
C 3.374 0.355 0.020
C 2.561 1.316 -0.840
C 1.052 0.937 -1.044
C 0.291 0.792 0.186
N -1.057 0.177 -0.141
C -1.803 -0.460 0.768
O -1.459 -0.539 1.964
C -3.066 -1.187 0.300
N -4.121 -1.188 1.333
C -3.662 -0.813 -1.059
S -4.093 1.000 -1.050
C 0.086 2.095 0.946
O 0.412 3.169 0.488
O -0.484 2.004 2.188
H 4.490 -2.827 -0.103
H 4.049 -1.878 1.279
H 3.745 -1.149 -1.547
H 2.334 -1.360 -0.428
H 4.413 0.707 0.135
H 2.939 0.321 1.039
H 3.056 1.293 -1.821
H 2.581 2.304 -0.326
H 0.577 1.696 -1.681
H 0.913 0.037 -1.676
H 0.719 0.098 0.961
H -1.503 0.535 -1.002
H -2.796 -2.257 0.221
H -3.652 -1.458 2.188
H -4.515 -0.234 1.445
H -4.494 -1.518 -1.196
H -2.894 -0.966 -1.836
H -5.110 0.931 -1.910
H -0.632 1.046 2.396
*
```

no.,orbital gap (eV)
1,10.17
2,9.94
3,9.88
4,9.61